{"formula": "C45H118N8O21", "method": "ωB97M-V/def2-TZVPD", "gap_ev": [1.52, 8.19], "charge": -1, "spin_multiplicity": 2, "molar_mass_g_mol": 1107.5, "s2": 0.75, "homo_ev": [0.375, -6.308], "symbols": ["C", "O", "N", "N", "H", "H", "H", "H", "C", "O", "C", "C", "N", "C", "C", "O", "C", "H", "H", "H", "H", "H", "H", "H", "H", "H", "H", "H", "H", "H", "H", "H", "C", "O", "C", "C", "N", "C", "C", "O", "C", "H", "H", "H", "H", "H", "H", "H", "H", "H", "H", "H", "H", "H", "H", "H", "C", "O", "C", "C", "N", "C", "C", "O", "C", "H", "H", "H", "H", "H", "H", "H", "H", "H", "H", "H", "H", "H", "H", "H", "C", "O", "C", "C", "N", "C", "C", "O", "C", "H", "H", "H", "H", "H", "H", "H", "H", "H", "H", "H", "H", "H", "H", "H", "C", "O", "C", "C", "N", "C", "C", "O", "C", "H", "H", "H", "H", "H", "H", "H", "H", "H", "H", "H", "H", "H", "H", "H", "C", "O", "C", "C", "N", "C", "C", "O", "C", "H", "H", "H", "H", "H", "H", "H", "H", "H", "H", "H", "H", "H", "H", "H", "C", "C", "O", "O", "H", "H", "H", "H", "H", "H", "C", "C", "O", "O", "H", "H", "H", "H", "H", "H", "C", "C", "O", "O", "H", "H", "H", "H", "H", "H", "C", "C", "O", "O", "H", "H", "H", "H", "H", "H"], "positions_angstrom": [[-4.5016, 2.0305, -2.4031], [-4.0865, 1.0290, -1.8628], [-4.4809, 3.1921, -1.8755], [-4.8859, 2.2436, -3.6322], [-4.1119, 3.3419, -0.9474], [-4.9661, 3.9556, -2.3247], [-5.2505, 3.1164, -3.9864], [-4.7038, 1.4323, -4.2055], [-6.1987, -1.4916, -1.4822], [-6.5860, -2.6651, -2.0360], [-6.1279, -3.7111, -1.1956], [-6.8767, -5.0475, -1.5083], [-6.4890, -5.7543, -2.7520], [-5.1465, -6.3968, -2.6033], [-4.3684, -6.4947, -3.9026], [-4.3215, -5.2830, -4.6232], [-3.7206, -5.5410, -5.8936], [-7.1046, -0.9836, -1.1514], [-6.0063, -0.7962, -2.2992], [-5.3373, -1.3216, -0.8364], [-6.4451, -3.7537, -0.1536], [-5.0462, -3.8409, -1.2320], [-7.8921, -4.7044, -1.7064], [-6.9989, -5.6316, -0.5961], [-6.3348, -5.2028, -3.5839], [-5.1783, -7.3801, -2.1342], [-4.5649, -5.7512, -1.9452], [-4.7299, -7.3610, -4.4568], [-3.3596, -6.8368, -3.6715], [-4.1970, -6.4214, -6.3248], [-2.6970, -5.8832, -5.7415], [-3.6944, -4.6755, -6.5557], [1.9932, 1.4684, 1.1970], [2.9921, 2.2450, 1.7904], [2.5120, 3.4156, 2.2914], [3.7339, 4.3677, 2.3708], [4.4406, 4.3416, 3.7054], [3.6092, 4.2554, 4.9484], [4.4530, 4.4944, 6.1629], [5.2740, 3.3379, 6.2200], [6.2235, 3.6655, 7.2575], [1.1204, 1.1945, 1.7898], [2.4647, 0.5423, 0.8682], [1.7355, 2.0443, 0.3081], [1.9491, 3.2586, 3.2116], [1.8612, 3.9009, 1.5641], [3.2222, 5.3217, 2.2430], [4.3086, 4.2250, 1.4557], [5.2003, 3.6779, 3.6558], [3.2310, 3.2434, 5.0930], [2.7879, 4.9719, 4.9564], [3.8160, 4.7720, 7.0028], [5.0096, 5.4288, 6.0895], [7.1621, 4.0674, 6.8759], [6.4304, 2.6908, 7.6994], [5.8956, 4.3890, 8.0039], [-0.2414, -4.5496, 10.2943], [0.1474, -4.3978, 8.9517], [0.8523, -5.6007, 8.4685], [1.3880, -5.2703, 7.0592], [0.3507, -5.2553, 6.1074], [0.7852, -4.8549, 4.7788], [-0.4124, -4.6298, 3.8059], [-1.3230, -3.5808, 4.1496], [-2.3637, -3.3149, 3.2692], [0.5248, -4.8222, 11.0200], [-1.0974, -5.2237, 10.2656], [-0.7792, -3.6759, 10.6626], [0.2796, -6.5272, 8.5093], [1.7174, -5.8525, 9.0818], [2.1321, -5.9650, 6.6696], [1.9756, -4.3627, 6.9204], [-0.3010, -4.6263, 6.5544], [1.4388, -5.5827, 4.2979], [1.2737, -3.9005, 4.9750], [-0.9915, -5.5491, 3.7189], [-0.1278, -4.3549, 2.7902], [-2.8662, -4.2556, 3.0436], [-2.1000, -2.8538, 2.3174], [-3.2226, -2.7732, 3.6653], [-0.4852, 5.1622, -5.5570], [-1.0840, 5.3234, -4.2062], [-1.8137, 4.1515, -3.6731], [-0.9675, 3.1020, -2.9519], [-0.1713, 3.6563, -1.7678], [0.9502, 4.5731, -1.9863], [2.0969, 3.8345, -2.7352], [3.2946, 4.4024, -2.6744], [3.4605, 5.4967, -3.5528], [-0.2928, 4.1066, -5.7488], [0.4809, 5.6668, -5.5489], [-1.1071, 5.6917, -6.2788], [-2.4332, 3.8646, -4.5228], [-2.4864, 4.5028, -2.8907], [-0.3355, 2.5411, -3.6405], [-1.6915, 2.3990, -2.5400], [-0.7964, 4.2660, -1.2603], [1.1337, 4.9934, -0.9975], [0.6437, 5.4650, -2.5328], [1.8298, 3.7015, -3.7836], [2.2645, 2.8462, -2.3072], [3.1405, 6.4205, -3.0709], [2.8865, 5.2399, -4.4431], [4.4262, 5.5792, -4.0517], [3.8712, -3.8744, 3.2205], [2.7018, -3.8761, 2.4345], [2.5302, -2.8316, 1.4592], [3.6626, -2.7989, 0.3586], [3.5663, -3.7913, -0.7333], [4.6633, -3.4822, -1.6571], [4.6192, -4.3848, -2.9320], [5.5593, -3.7891, -3.8227], [5.2907, -3.6806, -5.1519], [4.2808, -2.9516, 3.6313], [4.7253, -4.2540, 2.6595], [3.7309, -4.5984, 4.0231], [2.4385, -1.8887, 1.9983], [1.5542, -2.8935, 0.9778], [4.5963, -2.9085, 0.9103], [3.5729, -1.8797, -0.2202], [3.7040, -4.6835, -0.2805], [5.5279, -3.6874, -1.0259], [4.5112, -2.4360, -1.9226], [3.6107, -4.3026, -3.3374], [4.8211, -5.4293, -2.6947], [4.2980, -3.2335, -5.2048], [5.2525, -4.6316, -5.6831], [5.9251, -2.9340, -5.6297], [1.6581, 9.8750, 1.3950], [1.0439, 8.8392, 2.1669], [0.7566, 7.6668, 1.4241], [0.0813, 6.7265, 2.4013], [-0.1711, 5.4599, 1.6504], [-1.0608, 4.5216, 2.3704], [-2.5274, 5.0469, 2.3640], [-3.2643, 4.8900, 1.1227], [-4.6912, 4.7334, 1.3755], [2.5483, 9.6583, 0.8044], [1.9546, 10.6515, 2.1001], [0.9163, 10.4105, 0.8025], [1.8088, 7.5313, 1.1738], [0.1223, 7.8800, 0.5636], [-0.7997, 7.1617, 2.8730], [0.6688, 6.3698, 3.2472], [-0.5603, 5.6032, 0.7294], [-0.7443, 4.4626, 3.4117], [-1.0147, 3.4983, 1.9980], [-2.5708, 6.1064, 2.6162], [-3.0153, 4.4326, 3.1207], [-4.8867, 3.9248, 2.0798], [-5.1630, 4.6961, 0.3936], [-4.9375, 5.7183, 1.7722], [0.6028, -4.4739, -2.2333], [-0.7293, -4.6711, -1.4520], [-0.5076, -4.9151, 0.0098], [1.0770, -3.2917, -1.7357], [0.5933, -4.4580, -3.3231], [1.4069, -5.1752, -2.0102], [-1.3649, -5.3318, -2.0417], [-1.1610, -3.6744, -1.5432], [0.1549, -4.3006, 0.3341], [1.9459, -3.4654, -1.3663], [-3.5001, -1.8138, -3.9207], [-4.0300, -1.3622, -5.2872], [-3.9838, 0.0745, -5.3310], [-2.1033, -1.3403, -3.8201], [-3.5226, -2.8795, -3.6929], [-4.0468, -1.3939, -3.0764], [-5.0600, -1.6653, -5.4753], [-3.5151, -1.9183, -6.0706], [-4.3330, 0.4553, -6.1402], [-2.1640, -0.4673, -3.4255], [-0.9001, -1.0351, -0.3544], [-1.4364, 0.2695, 0.1880], [-2.7943, -0.1137, 0.4874], [0.4157, -0.7483, -0.7320], [-1.4867, -1.3379, -1.2218], [-0.9552, -1.9279, 0.2686], [-1.5220, 1.1146, -0.4951], [-0.9945, 0.6670, 1.1016], [-3.2222, -0.3516, -0.3384], [0.6192, -1.5828, -1.1607], [2.9083, -0.1334, -3.3091], [3.9362, -0.1084, -4.4620], [4.1763, 1.2392, -4.8602], [3.6200, 0.3740, -2.0573], [2.3996, -1.0894, -3.1849], [2.1296, 0.6157, -3.4528], [3.7007, -0.7792, -5.2882], [4.8750, -0.5143, -4.0849], [4.9124, 1.6073, -4.3659], [3.6931, 1.3202, -2.2018]], "mulliken_spin": [5.19, -1.89, -1.13, -1.35, 0.08, -0.11, -0.14, 0.30, 0.01, -0.01, -0.01, 0.00, 0.00, 0.00, 0.01, -0.07, 0.06, 0.00, -0.02, 0.04, 0.00, 0.00, 0.00, 0.00, 0.00, 0.00, 0.00, 0.00, 0.00, -0.01, -0.01, 0.02, 0.00, 0.00, -0.01, 0.00, 0.00, 0.00, 0.00, 0.00, 0.00, 0.00, 0.00, 0.00, 0.00, 0.00, 0.00, 0.00, 0.00, 0.00, 0.00, 0.00, 0.00, 0.00, 0.00, 0.00, 0.00, 0.00, 0.00, 0.00, 0.00, 0.00, 0.00, 0.00, 0.01, 0.00, 0.00, 0.00, 0.00, 0.00, 0.00, 0.00, 0.00, 0.00, 0.00, 0.00, 0.00, 0.00, 0.00, 0.00, 0.26, -0.24, 0.15, -0.20, 0.06, 0.03, -0.04, 0.00, 0.02, 0.00, -0.02, -0.04, 0.32, -0.31, 0.03, -0.03, 0.04, 0.00, -0.04, 0.01, 0.00, 0.00, 0.01, 0.00, 0.00, 0.00, 0.00, 0.00, 0.01, 0.00, 0.00, 0.00, 0.00, 0.00, 0.00, 0.00, 0.00, 0.00, 0.00, 0.00, 0.00, 0.00, 0.00, 0.00, 0.00, 0.00, 0.00, 0.00, 0.01, -0.01, 0.00, 0.00, -0.04, 0.03, 0.03, -0.09, 0.29, 0.00, 0.00, 0.00, 0.00, 0.01, 0.00, 0.00, 0.02, 0.00, -0.01, -0.02, 0.00, 0.03, -0.11, -0.05, 0.03, -0.03, 0.00, 0.01, -0.01, 0.01, 0.01, 0.00, 0.00, 0.01, 0.02, 0.53, -1.15, 0.18, -0.12, -0.02, 0.14, 0.00, 0.55, -0.05, 0.02, -0.16, -0.10, 0.00, -0.03, 0.00, 0.02, 0.04, -0.03, 0.00, 0.03, 0.01, -0.02, 0.00, -0.02, 0.01, 0.01, 0.00, 0.00, 0.00]}



{"formula": "C3H10N3S", "method": "ωB97M-V/def2-TZVPD", "gap_ev": [5.67, 8.04], "charge": 1, "molar_mass_g_mol": 120.2, "homo_ev": [-12.109, -12.697], "de_lowest_kj_mol": 420.3, "symbols": ["C", "C", "C", "N", "N", "N", "S", "H", "H", "H", "H", "H", "H", "H", "H", "H", "H"], "positions_angstrom": [[-1.2720, -0.3465, 1.1029], [0.5451, 1.9152, -0.8468], [0.5464, 1.0606, 0.3822], [-2.5011, -0.6411, 1.2743], [2.2309, -2.3717, 1.5613], [-0.7330, 0.8020, 1.0035], [1.0640, -2.9068, 0.5865], [-0.4768, 1.8548, -1.3912], [0.5316, 2.9787, -0.5566], [1.3378, 1.6311, -1.5230], [1.0715, 1.5292, 1.1375], [0.9276, 0.0912, -0.0008], [-3.2841, 0.0174, 1.6015], [-2.7901, -1.5627, 1.5772], [1.9262, -2.1562, 2.5330], [2.8108, -1.7314, 1.1406], [-1.2679, 1.5443, 1.3634]], "mulliken_charge": [0.20, -1.11, -0.04, -0.32, -0.35, -0.15, -0.03, 0.30, 0.33, 0.31, 0.37, 0.11, 0.27, 0.30, 0.30, 0.29, 0.21]}



{"formula": "C19H25F2O10P", "method": "ωB97M-V/def2-TZVPD", "smiles": "CCOC1=CC(=O)C(P(C)C)=C(CCCO)C1=O.O=C1OC[C@@H](F)O1.O=C1OC[C@@H](F)O1", "gap_ev": 6.74, "molar_mass_g_mol": 482.4, "homo_ev": -8.310, "symbols": ["C", "C", "O", "C", "C", "C", "O", "C", "P", "C", "C", "C", "C", "C", "C", "O", "C", "O", "H", "H", "H", "H", "H", "H", "H", "H", "H", "H", "H", "H", "H", "H", "H", "H", "H", "H", "H", "C", "C", "O", "C", "O", "O", "F", "H", "H", "H", "C", "C", "O", "C", "O", "O", "F", "H", "H", "H"], "positions_angstrom": [[-2.4949, 1.7706, 1.3190], [-1.9997, 3.2888, 0.9481], [-0.7117, 3.3720, 0.2422], [-0.2186, 2.0540, -0.1863], [0.7728, 1.2065, 0.5678], [1.1857, -0.2319, -0.1049], [2.4035, -0.7617, 0.0851], [-0.0067, -1.0062, -0.9852], [-0.1514, -2.9108, -0.9871], [1.5437, -3.7034, -1.4498], [-0.5405, -3.3589, 0.8670], [-0.9543, -0.1567, -1.7699], [-2.1651, -0.6969, -2.7366], [-3.6853, -0.4143, -2.1309], [-4.0129, -1.6819, -1.1268], [-5.4461, -1.7267, -0.7967], [-0.7613, 1.4741, -1.6492], [-1.0055, 2.2724, -2.7110], [-3.4817, 1.8559, 1.9837], [-2.7909, 1.1114, 0.3959], [-1.7176, 1.1894, 2.0139], [-1.8408, 3.8492, 1.9897], [-2.8788, 3.8937, 0.4134], [1.1789, 1.6379, 1.5858], [2.1316, -2.8823, -2.0612], [2.0863, -4.0005, -0.4426], [1.3320, -4.6871, -2.0543], [-1.6185, -3.0296, 1.1889], [0.2157, -2.7146, 1.5271], [-0.3548, -4.4922, 1.1088], [-1.9840, -1.8351, -3.0148], [-2.1393, -0.1190, -3.7803], [-4.4935, -0.2548, -2.9787], [-3.6188, 0.6309, -1.5631], [-3.6715, -2.6643, -1.6805], [-3.4088, -1.6416, -0.1110], [-5.6504, -0.9349, -0.1886], [0.4699, 6.0795, 5.0604], [-0.8293, 6.7463, 5.3592], [-1.7817, 5.8932, 4.7659], [-1.2215, 4.6518, 4.8093], [-1.8421, 3.6148, 4.6442], [0.1205, 4.7099, 5.0685], [-0.9025, 7.9528, 4.7537], [0.8667, 6.3470, 4.0753], [1.2310, 6.2944, 5.8153], [-1.0444, 6.8516, 6.4279], [5.6215, -3.9041, -2.3507], [6.4078, -3.9983, -3.6135], [5.7907, -5.0586, -4.3076], [4.4919, -5.0436, -3.8959], [3.5856, -5.6255, -4.4685], [4.3267, -4.2898, -2.7663], [7.6895, -4.3447, -3.3589], [5.9758, -4.5952, -1.5786], [5.6156, -2.8913, -1.9390], [6.3814, -3.0916, -4.2274]], "mulliken_charge": [-0.69, 0.12, -0.39, 0.39, -0.56, 0.38, -0.57, 0.26, 0.15, -0.85, -1.00, 0.24, -0.83, -0.37, -0.04, -0.56, 0.29, -0.57, 0.38, 0.10, 0.22, -0.21, 0.27, 0.34, 0.19, 0.29, 0.39, 0.27, 0.27, 0.33, 0.39, 0.31, 0.29, 0.21, 0.26, -0.03, 0.33, -0.41, 0.30, -0.28, 0.68, -0.54, -0.29, -0.28, 0.29, 0.26, 0.30, -0.45, 0.29, -0.31, 0.59, -0.53, -0.19, -0.29, 0.27, 0.31, 0.29]}